# 1
{
  "formula": "C17H16BI2N5NiOS2",
  "method": "wB97M-V/def2-TZVPD",
  "symbols": ["Ni", "I", "C", "C", "C", "I", "C", "C", "C", "C", "N", "C", "C", "O", "H", "H", "H", "H", "C", "N", "C", "C", "N", "B", "N", "C", "C", "N", "C", "C", "S", "C", "S", "H", "H", "H", "H", "H", "H", "H", "H", "H", "H", "H", "H"],
  "positions_angstrom": [[-0.64062, -0.43470, -1.79685], [-0.19705, -2.15976, 3.02635], [1.19373, -1.49975, 1.63578], [2.52180, -1.26881, 2.03579], [3.47820, -0.84106, 1.15304], [5.41803, -0.50559, 1.84188], [3.12949, -0.60623, -0.20129], [4.00934, -0.21450, -1.23497], [3.53417, 0.00091, -2.49995], [2.15859, -0.12782, -2.75054], [1.32329, -0.50784, -1.81324], [1.78206, -0.78857, -0.56506], [0.77057, -1.27872, 0.33225], [-0.42088, -1.46521, -0.11895], [2.78755, -1.44306, 3.06972], [5.06149, -0.08952, -1.01457], [4.19543, 0.29346, -3.30298], [1.73728, 0.09560, -3.72170], [2.02812, 2.63100, -0.86651], [0.81986, 2.35793, -0.10910], [0.70220, 2.46914, 1.25688], [-0.58825, 2.19249, 1.55017], [-1.25697, 1.91972, 0.38081], [-2.82566, 1.70176, 0.34117], [-3.14640, 0.17998, 0.54526], [-3.43068, -0.39330, 1.76380], [-3.60461, -1.72050, 1.57978], [-3.42053, -1.95520, 0.23476], [-3.43200, -3.25344, -0.41142], [-3.14687, -0.78955, -0.37606], [-2.83469, -0.58270, -2.06726], [-0.38118, 2.02410, -0.63320], [-0.65405, 1.76562, -2.32998], [2.86099, 2.68250, -0.16939], [1.93527, 3.57471, -1.40182], [2.20164, 1.83862, -1.58984], [1.53807, 2.72333, 1.88337], [-1.09232, 2.16372, 2.49881], [-3.25949, 2.26588, 1.31722], [-3.25592, 2.09894, -0.70064], [-3.47989, 0.19800, 2.65976], [-3.82575, -2.51255, 2.27171], [-3.60411, -4.00921, 0.35029], [-2.47109, -3.42883, -0.89132], [-4.21812, -3.30098, -1.16198]],
  "charge": 0,
  "energy_ha": -3931.4910,
  "de_lowest_kcal_mol": 0.00,
  "mol_weight_g_mol": 693.80,
  "orbital_gap_ev": [7.095, 7.088]
}

=====

# 2
{
  "formula": "C37H40BClCsF9N8O5S2",
  "method": "wB97M-V/def2-TZVPD",
  "symbols": ["Cs", "C", "C", "C", "C", "C", "N", "N", "B", "N", "N", "C", "C", "C", "C", "C", "N", "N", "C", "C", "C", "C", "C", "H", "H", "H", "H", "H", "H", "H", "H", "H", "H", "H", "H", "H", "H", "H", "H", "H", "H", "H", "H", "H", "H", "S", "C", "N", "C", "C", "N", "C", "C", "C", "C", "C", "C", "C", "C", "S", "C", "C", "C", "C", "C", "C", "C", "H", "H", "H", "H", "H", "H", "H", "H", "H", "H", "H", "H", "H", "H", "H", "H", "H", "H", "O", "Cl", "O", "O", "O", "F", "C", "F", "F", "C", "O", "C", "F", "F", "F", "C", "F", "F", "F"],
  "positions_angstrom": [[-0.83360, -1.58974, -0.93392], [0.34633, -5.18163, -1.44065], [1.42077, -4.84349, -0.45079], [2.59373, -5.56980, -0.16581], [3.23818, -4.82728, 0.80315], [4.55110, -5.07804, 1.47151], [2.47304, -3.74805, 1.05687], [1.36562, -3.74404, 0.28035], [2.68199, -2.66802, 2.13246], [1.38392, -2.47179, 2.95232], [0.36180, -1.67041, 2.55562], [-0.56430, -1.74442, 3.49752], [-1.85280, -0.99257, 3.37615], [-0.14910, -2.60708, 4.53230], [1.09556, -3.05025, 4.13948], [2.01250, -4.01218, 4.82487], [3.17197, -1.34198, 1.50454], [3.63733, -1.29482, 0.23395], [4.15263, -0.08795, 0.07292], [4.73401, 0.31276, -1.24532], [4.05076, 0.66136, 1.26260], [3.41621, -0.18353, 2.15169], [3.03653, 0.03264, 3.58070], [0.51181, -6.19343, -1.81148], [0.35017, -4.49298, -2.28724], [-0.63232, -5.15212, -0.95907], [2.92770, -6.49452, -0.61112], [4.98897, -5.99087, 1.06446], [4.44330, -5.19321, 2.55153], [5.24468, -4.25285, 1.30133], [3.52421, -3.06293, 2.91356], [-1.79348, -0.25445, 2.57624], [-2.08771, -0.47615, 4.31067], [-2.68859, -1.65134, 3.13681], [-0.68601, -2.88137, 5.42747], [1.53419, -4.38060, 5.73388], [2.96123, -3.54440, 5.09373], [2.24303, -4.86599, 4.18478], [4.71987, -0.54389, -1.91917], [5.76608, 0.65929, -1.13413], [4.15901, 1.11496, -1.70998], [4.36536, 1.67827, 1.44293], [3.44414, 0.98306, 3.92898], [3.42685, -0.76637, 4.21691], [1.94978, 0.04860, 3.70290], [0.48119, 0.86125, 1.04579], [0.41098, 2.28504, 0.24872], [0.40310, 3.51075, 0.83135], [-0.03324, 4.67277, 0.07715], [-1.08163, 4.24133, -0.92256], [-0.51801, 3.22695, -1.79495], [-1.01177, 3.18616, -3.17150], [-2.51565, 3.02268, -3.15932], [-3.33712, 3.96827, -3.76713], [-4.71861, 3.83754, -3.72353], [-5.28950, 2.76284, -3.05373], [-4.47812, 1.82205, -2.43381], [-3.09822, 1.95127, -2.49545], [0.30832, 2.28810, -1.26689], [1.21271, 1.21289, -2.11540], [0.59385, 3.67502, 2.26355], [-0.71788, 3.95293, 2.96559], [-0.93208, 5.13530, 3.66121], [-2.15610, 5.38505, 4.27341], [-3.17686, 4.45199, 4.18438], [-2.97195, 3.26673, 3.48466], [-1.75155, 3.01600, 2.88035], [0.81072, 5.15754, -0.42651], [-0.47717, 5.38230, 0.77613], [-1.39838, 5.08520, -1.53762], [-1.96305, 3.86164, -0.39342], [-0.49230, 2.36689, -3.66689], [-0.76295, 4.11810, -3.68718], [-2.88903, 4.81120, -4.28457], [-5.34756, 4.57776, -4.20494], [-6.36671, 2.65948, -3.00946], [-4.90861, 0.98838, -1.89537], [-2.47833, 1.21052, -2.00272], [1.30014, 4.49228, 2.43580], [1.03120, 2.74803, 2.63291], [-0.13399, 5.86859, 3.72488], [-2.31121, 6.31190, 4.81293], [-4.13272, 4.64594, 4.65541], [-3.76522, 2.53393, 3.40851], [-1.58566, 2.09271, 2.33584], [-4.69996, -1.13166, 1.75351], [-4.21020, -1.09073, 0.39620], [-5.31923, -0.84303, -0.50351], [-3.21715, -0.03491, 0.25303], [-3.56761, -2.34578, 0.05370], [-1.02151, -0.50900, -7.05593], [-1.34665, -0.74429, -5.76396], [-2.58049, -1.27600, -5.77412], [-1.44921, 0.45145, -5.17717], [-0.33381, -1.67097, -4.97840], [-0.52219, -1.61006, -3.69024], [1.11805, -1.22056, -5.40003], [1.49069, -1.61960, -6.63935], [2.02508, -1.69890, -4.55112], [1.23779, 0.11707, -5.38535], [-0.54233, -3.13974, -5.52394], [-1.59408, -3.71741, -4.94402], [0.52420, -3.91109, -5.24292], [-0.73884, -3.23648, -6.85852]],
  "charge": -2,
  "energy_ha": -4448.5959,
  "de_lowest_kcal_mol": 17.95,
  "mol_weight_g_mol": 1091.06,
  "orbital_gap_ev": 6.891
}

=====

# 3
{
  "formula": "C6H10O",
  "method": "wB97M-V/def2-TZVPD",
  "symbols": ["C", "C", "C", "C", "O", "C", "C", "H", "H", "H", "H", "H", "H", "H", "H", "H", "H"],
  "positions_angstrom": [[1.81303, -0.61267, -0.12370], [0.76078, 0.31699, 0.45640], [0.01011, 1.31128, -0.47594], [-1.33261, 0.89235, 0.18031], [-2.11537, 0.01104, -0.63174], [-1.25933, -1.08909, -0.26645], [-0.60168, -0.27201, 0.87279], [2.12256, -1.36205, 0.61438], [2.69999, -0.05352, -0.43705], [1.43634, -1.14840, -1.00232], [1.18471, 0.86576, 1.30490], [0.30689, 2.36022, -0.39420], [0.01607, 1.02362, -1.53328], [-1.92402, 1.66881, 0.67713], [-0.54423, -1.33703, -1.06465], [-1.79846, -2.02157, -0.09263], [-0.77480, -0.55372, 1.91604]],
  "charge": 0,
  "energy_ha": -309.7845,
  "de_lowest_kcal_mol": 36.34,
  "mol_weight_g_mol": 98.14,
  "orbital_gap_ev": 10.514
}

=====

# 4
{
  "formula": "C15H17N",
  "method": "wB97M-V/def2-TZVPD",
  "symbols": ["C", "C", "C", "C", "C", "C", "C", "C", "C", "C", "C", "C", "C", "C", "C", "H", "H", "H", "H", "H", "H", "H", "H", "H", "H", "H", "H", "H", "H", "H", "H", "H", "N"],
  "positions_angstrom": [[1.76633, -1.26659, -1.03111], [0.61009, -1.97920, -0.25079], [-0.69252, -1.36069, -0.84063], [-0.89766, -1.56010, -2.15874], [-1.91984, -0.73855, -2.91145], [-2.83034, 0.08704, -2.21778], [-2.68511, 0.06084, -0.80710], [-1.60568, -0.57079, -0.12086], [-1.30458, -0.35057, 1.29921], [-0.06696, 0.56073, 1.61933], [-0.06019, 1.80206, 1.01851], [0.89418, 2.66804, 1.29053], [1.93327, 2.30432, 2.09440], [1.94090, 1.10186, 2.72928], [1.00900, 0.04009, 2.48937], [1.61325, 0.72616, -0.02897], [0.84400, 0.54435, -1.74207], [2.79163, -1.55914, -0.72823], [1.46013, -1.42708, -2.04825], [0.60948, -1.84697, 0.78813], [0.56042, -3.02097, -0.44229], [-0.18718, -2.33513, -2.62001], [-2.07940, -0.88121, -3.99422], [-3.47473, 0.76957, -2.77716], [-3.21954, 0.73108, -0.21589], [-2.16045, 0.12878, 1.70800], [-1.19876, -1.48540, 1.65179], [-0.75956, 2.00631, 0.24228], [0.84893, 3.52857, 0.56400], [2.77165, 2.98254, 2.01139], [2.93894, 0.91506, 3.23517], [0.85482, -0.81704, 3.17734], [1.69547, 0.24203, -0.98315]],
  "charge": 0,
  "energy_ha": -636.4161,
  "de_lowest_kcal_mol": 38.77,
  "mol_weight_g_mol": 211.31,
  "orbital_gap_ev": 9.292
}

=====

# 5
{
  "formula": "C25H44N6O4STi",
  "method": "wB97M-V/def2-TZVPD",
  "symbols": ["Ti", "C", "C", "C", "C", "C", "C", "N", "C", "C", "N", "C", "C", "O", "O", "C", "C", "C", "C", "C", "C", "N", "C", "C", "N", "C", "C", "O", "O", "H", "H", "H", "H", "H", "H", "H", "H", "H", "H", "H", "H", "H", "H", "H", "H", "H", "H", "H", "H", "H", "H", "H", "H", "H", "H", "H", "H", "H", "H", "H", "H", "H", "H", "H", "H", "H", "H", "H", "C", "C", "C", "C", "N", "C", "S", "N", "H", "H", "H", "H", "H"],
  "positions_angstrom": [[-0.39601, -0.71394, 1.60765], [1.40329, -1.95697, -3.92995], [0.04671, -2.02117, -3.23173], [-0.89463, -0.87799, -3.66288], [-0.49435, 0.59659, -3.45410], [-1.78438, 1.41131, -3.56455], [0.51463, 1.10844, -4.48104], [0.07720, 0.74067, -2.07045], [0.22471, 2.10983, -1.52794], [-0.04084, 2.27975, -0.01993], [0.61576, 1.47536, 1.04185], [0.00485, 1.99488, 2.29202], [-1.49313, 1.60995, 2.39409], [-2.33998, 2.44378, 2.58570], [-1.66699, 0.34649, 2.24513], [2.09117, 1.68446, 1.17931], [2.85019, 2.13433, -0.06770], [2.77105, 0.47239, 1.84720], [2.86588, -0.91341, 1.15842], [3.64310, -1.79799, 2.15466], [3.63816, -0.87814, -0.16310], [1.49062, -1.47243, 0.98094], [1.41474, -2.78351, 0.29921], [1.26036, -2.78684, -1.23201], [0.10082, -2.07850, -1.75787], [-1.15751, -2.58796, -1.21123], [-1.75528, -1.57713, -0.21734], [-2.80401, -1.77544, 0.36381], [-1.07208, -0.45585, -0.13468], [1.23921, -1.75120, -4.98319], [1.91266, -2.91390, -3.86945], [2.06151, -1.19222, -3.52773], [-0.43604, -2.94100, -3.60540], [-1.84620, -1.01884, -3.14808], [-1.09550, -1.00832, -4.72606], [-2.34648, 1.08881, -4.43644], [-1.59303, 2.47274, -3.69304], [-2.41074, 1.26125, -2.68871], [0.18896, 0.83297, -5.47935], [1.50937, 0.70093, -4.33799], [0.58339, 2.19247, -4.44512], [-0.51194, 0.16775, -1.34889], [0.96890, 0.24008, -2.05112], [-0.53770, 2.74053, -1.98749], [1.19077, 2.51083, -1.82546], [-1.11309, 2.11752, 0.13509], [0.14644, 3.34844, 0.17221], [0.09367, 3.08872, 2.36332], [0.49627, 1.54934, 3.16304], [2.23676, 2.51101, 1.89471], [2.74929, 1.44966, -0.89963], [3.90496, 2.18333, 0.19170], [2.55323, 3.13652, -0.36324], [2.30090, 0.31634, 2.82217], [3.79720, 0.78317, 2.05394], [4.64816, -1.41430, 2.30773], [3.75040, -2.82032, 1.80046], [3.13836, -1.82199, 3.12060], [4.50250, -0.22808, -0.06565], [3.01546, -0.51741, -0.97503], [4.00609, -1.86770, -0.42340], [1.23835, -1.67974, 1.97475], [0.58086, -3.33386, 0.75020], [2.32214, -3.36784, 0.49878], [1.24836, -3.84870, -1.53413], [2.14394, -2.33018, -1.66597], [-1.03340, -3.56032, -0.71780], [-1.90648, -2.76191, -1.99178], [-4.27548, -2.29917, 4.99981], [-3.07367, -2.50890, 4.15732], [-3.04444, -3.43580, 3.09692], [-1.97861, -3.36889, 2.23561], [-0.95209, -2.51653, 2.41968], [-0.97806, -1.82815, 3.60544], [0.45446, -0.96058, 3.95540], [-2.00353, -1.78568, 4.43044], [-4.51611, -3.20162, 5.56030], [-5.12401, -2.06394, 4.36109], [-4.09299, -1.47898, 5.68573], [-3.84542, -4.13763, 2.93857], [-1.91836, -4.01527, 1.36718]],
  "charge": 1,
  "multiplicity": 2,
  "energy_ha": -2856.0553,
  "mol_weight_g_mol": 572.60,
  "orbital_gap_ev": [8.521, 8.437]
}

=====

# 6
{
  "formula": "C4H7NO",
  "method": "wB97M-V/def2-TZVPD",
  "symbols": ["O", "C", "C", "N", "C", "C", "H", "H", "H", "H", "H", "H", "H"],
  "positions_angstrom": [[1.25139, -0.45817, 1.47799], [0.39692, -0.13870, 0.44141], [-0.59382, -0.99263, -0.37805], [-0.88675, 0.42634, -0.83999], [-0.80333, 0.78699, 0.62214], [0.62879, 0.60125, -0.88243], [1.89736, -1.10478, 1.17190], [-0.32250, -1.54781, -1.27330], [-1.35346, -1.50967, 0.21927], [-0.63068, 1.84678, 0.82409], [-1.66680, 0.39646, 1.16998], [1.11537, 0.05422, -1.70042], [0.96751, 1.63972, -0.85256]],
  "charge": 0,
  "energy_ha": -286.4998,
  "de_lowest_kcal_mol": 82.71,
  "mol_weight_g_mol": 85.11,
  "orbital_gap_ev": 10.371
}